Record 1
This record from the OMol25 dataset describes a molecular structure, C26H34Br2KN6PS. The level of theory is ωB97M-V with the def2-TZVPD basis set.

XYZ file:
```
71
Properties=species:S:1:pos:R:3:forces:R:3
H -4.41180 3.72220 -2.34860 -0.03 0.02 -0.02
H -3.10190 4.31010 -0.34340 0.05 0.05 0.03
C -1.55110 -3.62490 2.80170 0.10 0.19 -0.18
H -1.98330 -5.62780 2.10760 -0.03 -0.05 -0.05
H 0.51100 -2.55330 4.60220 0.06 -0.11 0.04
C -1.99730 -4.60710 1.72540 0.03 0.04 0.11
C -0.82070 -1.07330 3.75640 0.00 -0.02 -0.20
H 2.56910 -1.99480 -4.86850 -0.08 -0.05 -0.05
C 0.54400 -1.52390 4.25260 -0.06 0.00 -0.04
P -1.35210 -1.88210 2.17850 -0.50 -0.42 0.93
C -3.36750 1.86050 -2.63970 -0.09 0.23 0.15
H 2.62720 3.88640 5.05700 0.08 0.02 0.04
N 1.75350 -0.32630 -2.05830 -0.30 -0.29 -0.22
H -1.03040 4.98030 0.32880 -0.06 0.05 -0.05
C -1.18070 -3.40910 -4.14280 -0.27 -0.20 0.03
H -3.64230 -1.82540 3.02080 0.04 0.15 0.00
H -3.92890 -2.47560 0.60500 -0.03 -0.06 -0.10
C -2.90430 3.38880 -0.86960 0.29 -0.12 0.25
H 1.17090 4.23140 4.11850 -0.01 0.10 -0.06
C -0.96130 4.29380 1.16890 0.13 -0.33 0.07
H 1.46730 1.79100 5.93000 -0.13 0.01 0.01
C 1.19070 2.26430 4.98370 -0.11 0.18 0.16
H 1.29350 -1.44180 3.46830 0.14 0.03 -0.07
S 2.52690 0.94340 1.49740 0.56 -0.39 -0.47
H 2.86080 1.43570 4.03190 -0.20 -0.09 -0.18
N 1.86020 1.54210 3.93240 0.05 0.21 0.24
C -1.90660 2.51220 -0.41080 -0.66 -0.07 -0.72
H -3.29970 -0.89450 0.11550 -0.04 0.04 -0.12
C 1.42820 1.57360 2.63700 0.54 -0.20 -0.48
C -1.40480 -2.68730 -1.90180 -0.38 -0.36 -0.13
C -3.11190 -1.28730 2.22640 0.13 -0.11 -0.15
C 1.63560 -1.17270 -3.08020 1.00 0.43 -0.25
C -3.84100 -1.42960 0.89530 -0.01 0.05 0.15
H -2.81570 -4.00040 -2.86560 -0.11 -0.03 0.00
H -0.56520 -3.93320 3.16030 -0.07 0.05 0.10
H 0.86450 -0.89390 5.07690 0.09 0.03 0.11
H -1.73930 4.53550 1.89370 -0.09 0.09 0.06
C -2.38750 1.04350 -2.09910 -0.29 -0.11 -0.41
C -1.90690 -3.43020 -2.95990 0.15 -0.01 -0.31
H -1.32420 -4.55260 0.87020 0.00 -0.07 -0.11
C 2.62640 -1.28430 -4.06010 -0.21 0.01 0.21
N -0.40580 1.89840 1.27950 -0.28 0.22 -0.79
H 0.00050 4.43110 1.66060 -0.05 0.01 0.01
C -3.63990 3.05740 -1.98510 -0.01 -0.31 -0.27
H 2.87420 1.06760 -1.08950 -0.01 0.18 0.12
C -1.06480 2.85830 0.71710 0.85 0.28 1.15
H -3.00760 -4.39040 1.38540 -0.10 -0.02 -0.08
H -3.90320 1.57120 -3.52970 -0.03 -0.06 -0.08
K 0.15160 -0.23650 0.05510 0.42 -0.55 -0.08
H -1.58070 -1.24700 4.52770 -0.03 0.06 -0.11
C 3.85070 0.42420 -2.89380 -0.03 -0.23 -0.30
H -3.06030 -0.22930 2.50040 -0.03 -0.05 0.05
N -1.68860 1.33680 -1.02160 -0.01 0.36 0.14
H -0.80060 -0.00500 3.52760 -0.01 0.08 0.10
H 0.11700 2.14650 4.81890 0.08 -0.01 0.19
Br 5.10350 -0.55290 -5.27120 -0.27 0.00 0.25
H 4.70830 1.06810 -2.79490 0.07 0.06 0.05
H -2.24590 -3.62960 3.64990 0.13 0.01 -0.01
H -4.84680 -1.01420 0.96020 -0.04 0.00 -0.08
C 2.82180 0.43340 -1.96230 0.57 0.29 -0.11
N 0.28970 2.14350 2.37920 -0.76 1.06 1.55
C -0.01040 -2.68260 -4.22460 0.09 0.16 0.21
C 1.54730 3.75070 5.01760 -0.10 -0.26 -0.05
H 1.10600 4.22460 5.89150 -0.05 0.12 0.07
H -2.14110 0.09780 -2.57000 -0.05 -0.08 -0.07
C 3.73010 -0.45960 -3.95180 0.32 0.15 -0.08
Br -1.79540 -4.37660 -5.66460 0.11 0.19 0.33
N -0.28970 -1.99280 -1.95730 0.37 0.11 -0.19
C 0.41330 -1.98020 -3.09160 -0.80 -0.63 -0.27
H 0.54290 -2.65620 -5.14770 0.07 0.04 -0.09
H -1.93320 -2.65180 -0.95940 -0.12 -0.07 0.13
```
Positions in Å, forces in eV/Å.

Energy above the lowest of the compared OMol25 structures with the same formula, charge and spin (kcal/mol): 7.7
Charge: 0
Frontier orbital gap (eV): 6.35
LUMO (eV): -0.5

Want to see where the charge sits? The Mulliken charges in e are:
1 H 0.416
2 H 0.418
3 C -0.607
4 H 0.408
5 H 0.444
6 C -1.216
7 C -0.273
8 H 0.398
9 C -1.296
10 P 0.310
11 C -0.950
12 H 0.312
13 N 0.238
14 H 0.506
15 C -0.205
16 H 0.527
17 H 0.195
18 C -0.962
19 H 0.164
20 C -1.712
21 H 0.519
22 C -0.374
23 H 0.198
24 S -0.623
25 H 0.240
26 N -0.050
27 C 0.186
28 H 0.045
29 C 0.235
30 C -0.368
31 C -0.751
32 C 0.203
33 C -0.875
34 H 0.497
35 H 0.331
36 H 0.310
37 H 0.280
38 C -0.168
39 C -0.887
40 H 0.281
41 C -0.758
42 N 1.150
43 H 0.348
44 C -0.414
45 H 0.477
46 C 0.086
47 H 0.257
48 H 0.445
49 K 1.056
50 H 0.454
51 C -0.919
52 H 0.452
53 N 0.505
54 H -0.028
55 H 0.165
56 Br -0.178
57 H 0.445
58 H 0.423
59 H 0.409
60 C -0.305
61 N -1.095
62 C -0.742
63 C -1.140
64 H 0.407
65 H 0.313
66 C 0.088
67 Br -0.168
68 N 0.227
69 C 0.678
70 H 0.392
71 H 0.620

Record 2
This record from the OMol25 dataset describes 4 unconnected molecules or ions with the total composition C26H34BrFN2O9. The level of theory is ωB97M-V with the def2-TZVPD basis set.

XYZ file:
```
73
Properties=species:S:1:pos:R:3:forces:R:3
H -6.12744 3.13365 2.95269 0.04 0.05 0.05
H 2.43176 0.21417 2.90162 0.04 -0.01 -0.03
C 2.13118 3.19110 -4.80224 -0.08 -0.07 -0.04
C 4.20189 -1.42195 5.41732 0.07 -0.01 0.03
H -6.57509 1.45012 3.21214 0.01 -0.02 0.04
H 0.41294 -1.64658 -4.28172 0.12 0.22 0.05
O -2.00405 1.78627 1.23435 0.06 0.06 -0.03
H 4.51198 0.33199 4.20431 0.02 0.00 0.02
H 1.25725 2.81482 -5.32631 -0.08 -0.09 0.14
H -2.77053 0.03144 -0.98043 0.12 -0.02 -0.01
H -4.84642 -0.79919 0.80749 0.00 -0.18 0.04
H -2.37230 -2.01233 -5.29521 -0.15 -0.05 0.09
H 5.04201 2.71330 -6.66131 -0.03 -0.03 -0.02
C 1.61394 -3.60778 1.95260 0.02 -0.02 0.05
F -4.96070 -2.22459 -0.61626 -0.02 0.02 0.02
O 2.99070 0.49991 5.57517 0.06 0.05 -0.02
C -1.54920 -2.37237 -4.68405 0.30 0.01 0.06
C 3.68246 -0.27656 4.57474 -0.07 -0.10 -0.09
C -2.99004 -0.81982 -0.33771 -0.28 -0.07 0.06
H 3.45534 -2.21177 5.53647 -0.02 0.00 -0.06
C -0.20432 -1.15851 -1.86325 0.13 0.12 -0.21
H 3.27715 -1.32934 2.75200 0.04 -0.01 -0.02
C -4.51444 -0.96302 -0.21812 0.01 0.32 0.06
C -5.95236 2.26243 3.58459 -0.03 -0.01 -0.23
H -1.93254 -2.82289 -3.76773 -0.05 0.03 0.00
H -3.85361 3.94216 3.77026 -0.06 -0.01 0.01
C -3.52850 2.93491 4.04164 0.04 0.00 0.04
H 1.87751 -1.17159 3.83418 0.05 -0.08 0.02
H 2.16289 4.28127 -4.87081 0.06 0.00 -0.03
O 3.67956 2.49742 -1.86050 0.01 -0.03 0.07
H -1.01840 -3.15649 -5.22090 -0.09 0.04 -0.20
C 3.55761 0.25430 6.77826 -0.01 -0.01 -0.07
C -0.59165 -1.23677 -4.32999 -0.07 -0.35 0.17
C 0.00377 -2.51788 0.10904 0.19 0.02 0.23
Br -0.50883 0.05247 -5.80130 0.04 0.07 -0.17
C -4.49708 1.87591 3.55733 -0.12 0.07 0.05
O 3.34019 0.86426 7.77240 -0.01 0.03 0.06
C 1.40565 -2.30337 0.12272 -0.08 -0.02 0.06
H 3.26404 1.48985 -5.48042 -0.04 -0.01 0.02
H 2.22068 -4.07295 2.72347 0.05 0.02 -0.02
H -4.33601 0.93668 4.09387 0.03 0.00 0.01
C -2.30203 -2.09841 -0.82654 -0.20 0.08 0.13
C 3.42337 2.54886 -5.25738 0.02 0.09 -0.14
C 4.12077 3.23373 -6.40316 0.20 0.06 0.13
H -6.25989 2.49432 4.60426 0.01 -0.01 0.02
H -0.62934 0.51876 -3.07620 -0.12 0.08 0.01
H -2.53598 -2.87800 -0.10865 0.08 -0.16 -0.09
O 4.20567 2.62234 -4.04954 -0.01 -0.07 0.01
C 1.98440 -1.49001 -0.87038 0.23 0.12 -0.11
H -3.32356 2.89019 5.10763 0.12 -0.05 -0.03
C 2.76525 -0.66801 3.44782 -0.18 0.26 0.14
O -4.03462 1.68438 2.20492 0.01 -0.08 0.03
H -2.71389 -2.42242 -1.78251 0.03 0.08 -0.04
C -0.81112 -1.91258 -0.89581 -0.15 -0.21 0.06
H 3.47387 3.24867 -7.28041 -0.02 -0.02 0.00
H -2.02130 -0.56627 -2.87880 -0.01 0.17 -0.03
N -0.57923 -3.29621 1.06365 0.16 0.03 -0.01
C 0.21574 -3.82884 1.95038 0.09 0.04 -0.06
H -2.59027 -0.56196 0.64057 0.11 0.00 -0.01
H 3.05132 -1.31498 -0.84918 0.02 -0.02 0.07
C -0.94361 -0.52211 -3.01831 0.14 -0.10 -0.05
H 4.38073 4.25790 -6.13384 -0.07 0.02 -0.01
O 2.08233 2.81760 -3.41893 -0.04 0.06 -0.04
O -2.34298 2.62311 3.29931 -0.04 0.08 0.02
H 1.65358 -0.32846 -2.60153 -0.04 0.08 0.00
H -0.22112 -4.46314 2.71414 -0.07 0.01 -0.01
N 2.21426 -2.85263 1.07283 -0.39 -0.19 -0.07
C -2.71889 2.01225 2.15381 -0.04 -0.03 0.04
H 5.13266 -1.84882 5.05342 0.06 0.06 0.09
O 4.41053 -0.79719 6.68947 -0.02 -0.08 -0.02
C 1.20036 -0.94327 -1.83284 -0.09 -0.12 0.00
H -5.03083 -0.22609 -0.83507 -0.01 -0.09 -0.12
C 3.35682 2.63467 -2.99348 0.02 -0.03 -0.09
```
Positions in Å, forces in eV/Å.

SMILES string: C[C@@H](Br)Cc1ccc2nccnc2c1CCCF.C[C@@H]1COC(=O)O1.C[C@@H]1COC(=O)O1.C[C@@H]1COC(=O)O1
Charge: 0
Frontier orbital gap (eV): 8.71
LUMO (eV): -0.2

Want to see where the charge sits? The Mulliken charges in e are:
1 H 0.348
2 H 0.389
3 C -0.373
4 C -0.469
5 H 0.359
6 H 0.525
7 O -0.502
8 H 0.279
9 H 0.211
10 H 0.338
11 H 0.112
12 H 0.357
13 H 0.359
14 C -0.520
15 F -0.357
16 O -0.358
17 C -1.206
18 C 0.527
19 C -0.175
20 H 0.297
21 C 0.879
22 H 0.427
23 C -0.363
24 C -1.450
25 H 0.279
26 H 0.305
27 C -0.519
28 H 0.338
29 H 0.310
30 O -0.542
31 H 0.353
32 C 0.593
33 C 0.046
34 C 0.562
35 Br -0.202
36 C 0.523
37 O -0.531
38 C 0.586
39 H 0.242
40 H 0.415
41 H 0.252
42 C -1.069
43 C 0.572
44 C -1.494
45 H 0.389
46 H 0.557
47 H 0.573
48 O -0.358
49 C -0.828
50 H 0.315
51 C -1.474
52 O -0.313
53 H 0.105
54 C 0.106
55 H 0.379
56 H 0.416
57 N -0.468
58 C -0.318
59 H 0.232
60 H 0.492
61 C -1.545
62 H 0.357
63 O -0.313
64 O -0.314
65 H 0.528
66 H 0.484
67 N -0.661
68 C 0.627
69 H 0.315
70 O -0.336
71 C -0.550
72 H 0.287
73 C 0.660

Record 3
This record from the OMol25 dataset describes a molecular structure, C26H34BrN2S2SiTi. The level of theory is ωB97M-V with the def2-TZVPD basis set.

XYZ file:
```
67
Properties=species:S:1:pos:R:3:forces:R:3
H 1.80603 1.44228 3.17619 0.23 0.12 0.09
H -0.00525 -4.35255 3.39727 -0.04 0.11 -0.20
S -3.57141 -0.44619 -2.51862 -0.20 -0.08 0.07
C 3.12605 0.34362 1.08989 -0.94 -0.35 -0.27
H 1.43696 -3.40924 3.35634 0.50 0.16 0.19
C -0.74436 -1.71570 3.21948 -0.53 -0.55 0.13
H -4.77659 4.27408 0.91712 -0.08 -0.23 0.01
C 1.98716 -2.61794 -0.21393 0.05 0.02 -0.27
H 1.60551 -1.45757 -2.02513 -0.19 0.06 -0.19
H 2.02821 -1.45081 3.86851 0.47 0.24 -0.33
H -1.06053 -3.77436 0.45325 0.17 0.09 -0.16
H 1.52250 4.59117 -2.39337 0.16 0.03 -0.10
C -3.53659 -0.39215 -4.27322 0.87 0.29 -0.04
H 2.65321 0.86745 0.24873 0.23 -0.14 0.03
H -3.13459 6.07496 0.92447 0.05 -0.31 -0.25
C -2.95537 5.16531 0.34182 -0.20 -0.25 0.05
H 0.32021 0.53763 3.14400 0.26 0.04 -0.38
H 0.83983 1.48936 1.72645 -0.15 -0.01 -0.07
H -1.28256 -0.87231 2.79382 -0.05 0.16 0.01
H 3.63647 1.08413 1.67316 0.29 0.50 0.49
Ti -1.83087 0.95108 -1.89593 -0.08 0.05 -0.28
H 2.99427 -3.79611 1.36326 -0.06 -0.03 0.02
H -4.38064 2.15702 -0.39271 0.12 0.41 -0.06
C 0.60938 4.72656 -1.83796 -0.04 -0.16 -0.02
C 1.13932 -3.76816 -0.79542 -0.08 0.06 0.15
S -1.12941 0.91156 -4.13652 -0.18 -0.09 -0.05
C -2.49730 0.15095 -4.95999 0.00 -0.08 1.33
H -1.03010 7.01484 0.07369 0.08 -0.18 -0.18
C 0.63995 -3.76155 2.72824 -0.87 -0.31 0.39
C 0.34849 5.94935 -1.19640 -0.56 -0.10 0.49
H 3.93647 -2.44005 0.78968 0.25 0.48 0.12
C -0.16942 -2.60304 2.11410 0.51 -0.04 -0.17
C 2.74444 -1.09617 3.10177 -0.77 0.43 0.69
C -2.47375 2.77457 -1.13117 -0.20 0.19 0.20
H -1.95616 -3.78462 1.92129 -0.11 -0.01 0.26
H 3.01673 -0.89680 -1.15461 0.23 0.25 0.09
H 3.75157 -3.83034 -0.21894 0.00 -0.10 -0.01
C 2.03466 -0.32888 1.96784 0.40 0.36 0.04
C 2.44823 -1.77052 -1.42261 -0.05 -0.66 0.19
C -3.86630 4.14002 0.34893 0.23 0.31 -0.32
H -0.09247 2.79837 -2.37918 -0.08 0.42 0.35
H 0.22788 -3.37265 -1.28290 0.37 -0.32 0.23
C -0.30177 3.70540 -1.78209 0.63 -0.14 -0.72
C 1.17715 0.83668 2.52746 0.10 -0.36 0.33
H 3.44933 -0.42729 3.58183 0.14 0.24 0.27
H 3.31608 -1.93932 2.76285 0.20 -0.43 -0.23
H 0.87699 -4.53113 -0.04393 -0.01 0.35 -0.36
Br -0.33179 -0.36509 -0.20691 -0.80 0.87 -0.65
C -1.34063 -3.14571 1.28890 -0.11 -0.32 0.32
N -2.40129 0.22994 -7.51241 0.11 -0.10 -0.15
C -1.52204 3.84164 -1.10268 0.11 -0.34 -0.22
H -0.02455 -1.35421 3.95336 -0.01 -0.10 -0.12
C -0.81291 6.09338 -0.46831 0.40 0.10 -0.21
C -1.75619 5.04351 -0.41306 -0.33 0.38 0.47
N -5.56991 -1.41817 -5.44697 -0.51 -0.35 -0.32
Si 1.03226 -1.62071 1.04697 0.40 -0.32 0.35
C -3.63681 2.96272 -0.42451 -0.31 -0.31 0.47
H 1.74013 -4.26618 -1.55808 -0.02 -0.06 -0.11
H -1.48802 -2.32797 3.74361 0.04 0.14 0.16
C 3.22471 -3.18643 0.49147 0.04 -0.71 -0.47
C -4.63967 -0.98066 -4.94382 0.11 0.22 0.09
C -2.43087 0.15936 -6.36601 -0.31 0.14 -0.71
H 1.04249 -4.45098 1.99560 0.03 -0.04 -0.13
H 1.06092 6.75364 -1.25595 0.13 0.15 -0.01
H 3.87820 -0.34742 0.72750 0.03 -0.12 -0.13
H 3.07546 -2.42417 -2.03687 0.03 0.14 -0.08
H -1.97711 -2.34746 0.93135 -0.16 0.17 -0.15
```
Positions in Å, forces in eV/Å.

Energy above the lowest of the compared OMol25 structures with the same formula, charge and spin (kcal/mol): 0.0
Charge: 0
⟨S²⟩: 0.76
Frontier orbital gap (alpha / beta) (eV): 7.59 / 7.81
LUMO (alpha / beta) (eV): -0.6 / -0.4
Multiplicity: 2

Want to see where the charge sits? The Mulliken charges in e are:
1 H 0.501
2 H 0.513
3 S -0.247
4 C -2.107
5 H 0.325
6 C -2.130
7 H 0.396
8 C 2.522
9 H 0.396
10 H 0.292
11 H 0.331
12 H 0.432
13 C 0.600
14 H 0.340
15 H 0.347
16 C -0.741
17 H 0.300
18 H 0.409
19 H 0.355
20 H 0.633
21 Ti -0.588
22 H 0.324
23 H 0.376
24 C -1.118
25 C -2.014
26 S -0.308
27 C 0.540
28 H 0.353
29 C -1.754
30 C -0.491
31 H 0.343
32 C 2.441
33 C -1.872
34 C -0.317
35 H 0.519
36 H 0.320
37 H 0.550
38 C 2.492
39 C -1.847
40 C -0.827
41 H 0.069
42 H 0.341
43 C -0.066
44 C -1.786
45 H 0.570
46 H 0.321
47 H 0.286
48 Br 0.329
49 C -1.849
50 N -0.430
51 C 1.688
52 H 0.294
53 C -0.794
54 C 0.821
55 N -0.426
56 Si -0.966
57 C 0.164
58 H 0.631
59 H 0.612
60 C -1.985
61 C -0.164
62 C -0.180
63 H 0.301
64 H 0.403
65 H 0.332
66 H 0.509
67 H 0.392